## i
Computed, not measured: an isolated ion of composition C7H14N3 and charge +1, with the ωB97M-V functional and the def2-TZVPD basis.

Positions of all 24 atoms, in Å:
N -1.20388 0.62376 -0.14949
N 0.94846 -0.66144 0.06605
N 2.31492 -0.33698 0.08126
C -1.76688 1.89277 -0.11661
C 2.56062 0.95823 -0.00970
C 0.61195 -1.47919 -1.17678
C 0.73185 -1.45981 1.27529
C 0.04743 0.46967 0.16252
C -2.20638 -0.42309 -0.03173
C 1.65978 1.97830 -0.09922
H 0.24735 -2.50582 -0.98399
H 1.39794 -2.43278 1.26711
H 1.24546 -0.98359 2.14246
H 1.60426 -1.69398 -1.67053
H -2.06326 2.04511 0.95745
H -1.84805 -1.41583 -0.57539
H -0.03398 -0.86627 -1.85340
H -0.28090 -1.65893 1.28900
H -2.34213 -0.91304 0.97675
H 1.48315 3.02404 0.09132
H 3.61747 1.26450 0.00902
H -2.52924 2.02573 -0.78217
H -3.16500 0.01720 -0.43632
H -1.03092 2.53144 -0.43289

- charge = +1
- molecular weight (g mol⁻¹) = 140.2

Löwdin population analysis, charges in e, atoms 1 to 2: atom 1 (N): -0.169, atom 2 (N): -0.356

## ii
Computed, not measured: a 2-piece molecular cluster, C7H14N3 overall, with the ωB97M-V functional and the def2-TZVPD basis.

Positions of all 24 atoms, in Å:
N 1.06823 0.90752 0.96816
N 0.16953 -0.89445 -1.84855
N -0.01599 -0.14262 -0.81086
C -1.21381 -1.35384 1.84334
C 0.46431 2.16425 0.72073
C -0.65458 -0.46349 -2.79628
C 1.77798 -1.29395 0.22850
C -1.09448 0.86081 -1.08568
C 0.80782 -0.17422 0.22860
C -1.48061 0.61919 -2.39594
H 2.42527 -1.29371 -0.70450
H 1.30753 2.86446 0.79518
H -1.39850 1.33178 -0.16773
H 1.60698 0.86075 1.80130
H 2.36898 -1.17376 1.07409
H -0.96789 -1.76664 0.84914
H -0.42050 2.36621 1.37761
H -2.12666 1.26131 -2.97930
H -1.78723 -1.96057 2.41865
H 0.11173 2.28999 -0.27129
H 1.35693 -2.37038 0.20712
H -0.59621 -0.93462 -3.76829
H -0.26341 -1.36701 2.45437
H -1.44544 -0.33702 1.86163

- charge = +1
- molecular weight (g mol⁻¹) = 140.2

Löwdin population analysis, charges in e, atoms 1 to 2: atom 1 (N): 0.097, atom 2 (N): 0.097

## iii
Computed, not measured: an isolated ion of composition C7H14N3 and charge +1, with the ωB97M-V functional and the def2-TZVPD basis.

Positions of all 24 atoms, in Å:
N -2.37623 1.26877 0.68699
N -2.25661 1.40809 -0.78603
N 1.44129 0.36768 0.27982
C -0.74644 -0.65173 -0.12384
C 0.81641 1.68023 0.25757
C 2.87858 0.39551 -0.06736
C 0.68600 -0.56876 -0.61231
C -1.37874 0.66395 -0.03589
C -1.59833 -1.84550 -0.50726
C -1.10958 -1.70151 0.89785
H -3.18890 0.72127 0.96897
H 0.72533 -0.16243 -1.62665
H 3.31848 -0.59527 0.03987
H 0.98230 2.23030 -0.65312
H 0.83803 2.23546 1.17646
H 1.16187 -1.55113 -0.60226
H -1.81992 -1.44672 1.66923
H -1.14885 -2.59072 -1.14372
H -2.63991 -1.66415 -0.72208
H 1.34955 0.00899 1.23741
H 3.39967 1.09160 0.58918
H 2.99885 0.72954 -1.09749
H -1.99743 2.35062 -1.06213
H -0.33546 -2.37411 1.23678

- charge = +1
- molecular weight (g mol⁻¹) = 140.2

Löwdin population analysis, charges in e, atoms 1 to 2: atom 1 (N): 0.114, atom 2 (N): 0.113

## iv
Computed, not measured: an isolated ion of composition C7H14N3 and charge +1, with the ωB97M-V functional and the def2-TZVPD basis.

Positions of all 24 atoms, in Å:
N 0.83284 -1.40516 0.54387
N -1.08930 -0.05507 -0.12921
N -3.18332 -0.66552 -0.49289
C 0.29428 -0.02829 -0.27256
C 0.50823 2.44664 -0.35411
C 1.01238 1.16720 0.31686
C -2.00518 -0.60581 -1.00484
C -3.08931 -0.15553 0.76965
C 0.76049 -2.61435 -0.28947
C -1.81167 0.22488 1.02313
H 2.08448 1.06680 0.13971
H 0.84242 1.23452 1.39248
H 1.46758 -2.53797 -1.11430
H 0.63362 2.39534 -1.43232
H -3.94871 -0.10255 1.40595
H -0.54282 2.61293 -0.13478
H -1.74204 -0.90945 -1.99872
H -0.24680 -2.73267 -0.68615
H 1.01033 -3.49578 0.29847
H 0.57935 -0.21253 -1.31097
H 1.79736 -1.23475 0.84203
H -1.37421 0.67954 1.88739
H 0.23420 -1.49456 1.37035
H 1.07299 3.29738 0.01394

- charge = +1
- molecular weight (g mol⁻¹) = 140.2
- SMILES = CC[C@@H]([NH2+]C)n1ccnc1

Löwdin population analysis, charges in e, atoms 1 to 2: atom 1 (N): 0.070, atom 2 (N): -0.075

Which is more stable than every other structure shown? iv is more stable than every other one.